{
  "formula": "C24H23ClN4O2",
  "method": "ωB97M-V/def2-TZVPD",
  "e_lumo_ev": 0.5,
  "relative_energy_kcal_mol": 21.0,
  "species": ["C", "C", "C", "C", "C", "C", "C", "C", "O", "N", "C", "H", "C", "N", "C", "C", "C", "C", "C", "C", "H", "H", "N", "C", "O", "C", "C", "C", "C", "N", "C", "Cl", "H", "H", "H", "H", "H", "H", "C", "H", "C", "H", "H", "H", "H", "H", "H", "H", "H", "H", "H", "H", "H", "H"],
  "coordinates": [[-2.1477, -1.2138, 1.9393], [-2.9992, -1.8541, 0.8876], [-2.8972, -3.2117, 0.6133], [-3.6889, -3.8102, -0.3510], [-4.6043, -3.0544, -1.0630], [-4.7101, -1.6981, -0.8140], [-3.9093, -1.0943, 0.1482], [-4.0890, 0.3614, 0.4424], [-4.5244, 0.7630, 1.5061], [-3.7866, 1.2103, -0.5736], [-3.8357, 2.6358, -0.3364], [-4.4989, 2.8135, 0.5109], [-2.4139, 3.1430, -0.0163], [-1.4301, 2.3523, -0.7356], [-0.4363, 1.6781, -0.0552], [0.0742, 0.4481, -0.4854], [1.1058, -0.1779, 0.1866], [1.6761, 0.4048, 1.3111], [1.1637, 1.6182, 1.7617], [0.1395, 2.2462, 1.0899], [-0.1993, 3.2061, 1.4454], [1.5925, 2.0830, 2.6372], [2.7262, -0.2008, 2.0184], [3.7907, -0.8935, 1.5482], [4.5832, -1.4296, 2.2967], [3.9592, -0.9678, 0.0618], [4.1070, -2.2073, -0.5521], [4.3201, -2.2763, -1.9196], [4.3915, -1.0883, -2.6287], [4.2992, 0.0982, -2.0531], [4.1038, 0.1570, -0.7552], [4.0651, 1.7412, -0.0868], [4.5423, -1.0702, -3.6991], [4.4311, -3.2258, -2.4177], [4.0479, -3.1002, 0.0528], [2.7408, -0.0444, 3.0192], [1.4488, -1.1408, -0.1594], [-0.3408, -0.0549, -1.3438], [-1.9357, 1.8694, -1.9952], [-2.3168, 2.7366, -2.5441], [-3.0714, 0.8450, -1.7763], [-2.6698, -0.1629, -1.6583], [-3.7507, 0.8486, -2.6387], [-1.1284, 1.4367, -2.5849], [-2.3238, 4.2019, -0.2900], [-2.2425, 3.0401, 1.0550], [-4.2468, 3.1253, -1.2236], [-5.4260, -1.0995, -1.3591], [-5.2333, -3.5181, -1.8080], [-3.5965, -4.8692, -0.5419], [-2.1907, -3.8091, 1.1715], [-1.4016, -0.5620, 1.4836], [-2.7649, -0.6058, 2.5973], [-1.6322, -1.9672, 2.5294]],
  "forces_ev_per_angstrom": [[-0.02, 0.06, 0.12], [-0.04, 0.10, -0.05], [-0.01, 0.02, -0.02], [-0.01, -0.05, -0.04], [-0.05, -0.05, -0.07], [0.07, 0.07, 0.09], [-0.12, -0.34, 0.12], [-0.07, -0.02, -0.13], [-0.01, -0.03, 0.31], [-0.01, 0.19, -0.07], [-0.10, 0.14, 0.22], [0.06, 0.07, -0.16], [-0.12, 0.17, 0.02], [-0.15, 0.11, -0.19], [0.36, -0.12, 0.11], [-0.08, 0.18, -0.12], [0.05, 0.04, 0.30], [-0.49, 0.06, -0.26], [0.08, -0.27, -0.09], [-0.13, -0.06, 0.00], [-0.04, 0.10, 0.02], [0.08, 0.08, 0.08], [-0.09, 0.07, 0.60], [0.07, 0.04, -0.01], [0.11, -0.15, -0.02], [0.33, 0.01, -0.28], [-0.02, 0.23, 0.01], [-0.05, 0.03, 0.11], [0.01, -0.29, -0.01], [0.00, 0.44, 0.04], [0.00, -0.44, -0.08], [0.13, 0.37, 0.11], [0.02, -0.11, -0.09], [0.00, -0.08, -0.06], [0.02, -0.07, 0.06], [0.09, -0.15, -0.15], [-0.03, -0.06, -0.01], [-0.09, -0.03, -0.09], [-0.06, -0.11, 0.00], [0.05, -0.09, -0.05], [0.20, -0.12, -0.31], [-0.04, 0.14, -0.08], [0.10, -0.06, 0.00], [-0.07, 0.05, -0.04], [-0.07, -0.01, 0.13], [-0.02, 0.02, -0.06], [0.01, 0.00, 0.05], [-0.06, 0.06, -0.08], [-0.06, -0.04, -0.06], [0.01, -0.09, -0.02], [0.07, -0.04, 0.07], [0.07, 0.06, 0.04], [0.04, 0.02, 0.08], [0.07, -0.03, 0.03]],
  "mulliken_charge": [-1.507, 1.091, -0.906, -0.580, -0.742, -0.088, 0.275, 0.409, -0.679, 0.180, -1.059, 0.422, -0.936, 0.040, 1.062, -0.310, -0.398, -0.321, -0.917, -0.430, 0.551, 0.433, -0.063, 0.135, -0.662, -0.282, -0.277, -0.515, -0.321, -0.631, 1.218, -0.174, 0.418, 0.405, 0.447, 0.232, 0.462, 0.220, -1.295, 0.438, -0.504, 0.454, 0.307, 0.440, 0.253, 0.554, 0.395, 0.489, 0.412, 0.397, 0.391, 0.261, 0.366, 0.438]
}

{
  "formula": "C24H23CsN8OS3",
  "method": "ωB97M-V/def2-TZVPD",
  "e_lumo_ev": -0.6,
  "relative_energy_kcal_mol": 8.2,
  "species": ["Cs", "S", "C", "N", "C", "C", "N", "C", "C", "C", "C", "C", "C", "C", "C", "S", "C", "C", "C", "C", "C", "C", "C", "H", "H", "H", "H", "H", "H", "H", "H", "H", "H", "H", "H", "H", "H", "H", "H", "H", "H", "N", "C", "N", "C", "N", "C", "C", "N", "C", "C", "N", "H", "H", "H", "H", "H", "O", "S", "N"],
  "coordinates": [[0.5892, 0.4911, 2.5590], [-2.4059, -0.9975, 1.9411], [-2.4810, -0.9743, 0.2946], [-2.9484, -1.9612, -0.4746], [-2.8084, -1.9259, -1.9206], [-1.4611, -1.3364, -2.2576], [-1.3989, -0.0083, -1.6778], [-0.5738, 0.9557, -2.3923], [0.9055, 0.6738, -2.2874], [1.4556, 0.0855, -1.1542], [2.8251, -0.0774, -1.0254], [3.6610, 0.3565, -2.0462], [3.1252, 0.9301, -3.1880], [1.7509, 1.0825, -3.3115], [-1.9229, 0.2675, -0.4642], [-1.9534, 1.7433, 0.2531], [-3.4094, -3.2391, 0.0785], [-2.3736, -4.3188, -0.1396], [-2.6819, -5.4598, -0.8658], [-1.7155, -6.4312, -1.0967], [-0.4334, -6.2600, -0.6088], [-0.1135, -5.1180, 0.1163], [-1.0774, -4.1548, 0.3523], [-3.6273, -1.3511, -2.3639], [-2.8694, -2.9545, -2.2746], [-1.3325, -1.2282, -3.3352], [-0.6476, -1.9666, -1.8799], [-0.8131, 1.9345, -1.9726], [-0.8849, 0.9536, -3.4416], [0.8179, -0.2640, -0.3518], [3.2041, -0.5411, -0.1230], [4.7320, 0.2387, -1.9491], [3.7752, 1.2562, -3.9890], [1.3352, 1.5259, -4.2094], [-4.3401, -3.4956, -0.4335], [-3.6207, -3.0815, 1.1352], [-3.6856, -5.5929, -1.2531], [-1.9687, -7.3166, -1.6646], [0.3219, -7.0135, -0.7880], [0.8872, -4.9739, 0.4999], [-0.8279, -3.2739, 0.9280], [1.0091, 4.8961, -0.7231], [1.3609, 3.6192, -0.5219], [1.4095, 3.3624, 0.7624], [1.0637, 4.5507, 1.3204], [0.8064, 5.5113, 0.4541], [1.0148, 4.7893, 2.7689], [1.1053, 6.0891, 3.2722], [1.0874, 6.3400, 4.5718], [0.9951, 5.2814, 5.3689], [0.9167, 3.9880, 4.8719], [0.9122, 3.7333, 3.5698], [0.8812, 5.3926, -1.5853], [1.5856, 2.9357, -1.3213], [1.1958, 6.9260, 2.5934], [0.9816, 5.4566, 6.4377], [0.8506, 3.1430, 5.5469], [2.3295, -0.4044, 4.2347], [2.9707, -1.3628, 3.2759], [2.5142, -1.4262, 1.8846]],
  "forces_ev_per_angstrom": [[-1.51, 1.63, -0.67], [-0.28, -0.24, 0.00], [0.22, 0.57, -0.35], [0.02, -0.15, 0.30], [0.08, -0.08, -0.10], [-0.10, -0.10, 0.01], [0.20, 0.41, 0.24], [-0.30, 0.10, -0.04], [-0.02, -0.04, 0.05], [-0.10, -0.04, 0.02], [0.04, 0.05, -0.07], [0.09, -0.04, 0.13], [-0.03, 0.04, -0.06], [0.03, 0.03, -0.04], [-0.14, -0.75, 0.04], [-0.03, 0.15, -0.13], [-0.03, 0.06, 0.02], [0.02, 0.06, 0.04], [-0.04, 0.00, 0.01], [-0.09, -0.04, -0.04], [0.12, -0.01, 0.04], [0.02, -0.02, -0.01], [-0.11, 0.01, -0.03], [0.09, 0.03, -0.06], [0.02, 0.05, -0.07], [-0.06, -0.07, 0.02], [-0.08, -0.05, -0.02], [0.07, -0.01, -0.05], [0.04, 0.01, 0.04], [-0.05, -0.02, -0.01], [0.04, -0.02, -0.04], [0.02, 0.00, -0.02], [0.02, 0.00, -0.02], [-0.02, 0.01, -0.02], [0.02, -0.04, 0.04], [0.03, -0.03, -0.06], [-0.02, -0.01, -0.01], [0.00, -0.02, 0.00], [0.00, -0.01, -0.02], [0.03, -0.01, 0.02], [0.02, 0.07, 0.03], [-0.04, -0.05, 0.15], [0.10, -0.05, -0.11], [-0.02, -0.17, 0.04], [-0.07, 0.16, -0.04], [0.03, 0.07, 0.01], [0.01, 0.08, 0.04], [-0.02, -0.13, -0.09], [-0.01, 0.01, 0.04], [-0.01, -0.13, 0.09], [-0.07, 0.06, 0.11], [0.08, 0.01, 0.01], [-0.02, 0.05, -0.06], [0.04, -0.10, -0.07], [0.00, 0.04, -0.01], [0.02, 0.04, 0.00], [0.00, -0.03, -0.02], [0.77, -0.45, 0.72], [0.65, -0.51, 0.16], [0.33, -0.39, -0.07]],
  "mulliken_charge": [1.281, -0.267, 0.598, 0.118, -1.044, -0.382, 0.122, -1.999, 0.463, 0.577, -0.831, -0.544, -0.677, -0.337, -0.222, -0.066, -1.469, 0.773, -0.296, -0.547, -0.398, -0.841, -0.304, 0.317, 0.473, 0.531, 0.267, 0.370, 0.442, 0.315, 0.482, 0.432, 0.382, 0.389, 0.385, 0.471, 0.359, 0.375, 0.384, 0.473, 0.540, 0.230, -0.244, -0.200, 0.325, -0.754, 0.305, -0.338, -0.605, -0.272, -0.185, -0.188, 0.204, 0.465, 0.444, 0.375, 0.411, -0.806, 0.309, -0.568]
}

{
  "formula": "C24H23GaN8O2S2",
  "method": "ωB97M-V/def2-TZVPD",
  "e_lumo_ev": [-6.9, -6.9],
  "relative_energy_kcal_mol": 0.0,
  "total_charge": 2,
  "species": ["Ga", "O", "C", "C", "C", "C", "C", "C", "C", "O", "N", "N", "C", "C", "C", "C", "C", "C", "N", "H", "H", "H", "H", "H", "H", "H", "H", "H", "H", "N", "C", "N", "C", "C", "C", "C", "C", "C", "S", "H", "H", "H", "H", "H", "H", "C", "C", "C", "N", "N", "C", "N", "S", "H", "H", "H", "H", "H", "H", "H"],
  "coordinates": [[0.4317, 0.0047, -0.7875], [-1.0523, -0.6043, 3.3502], [-1.0175, 0.7268, 3.7175], [-1.3736, 1.1264, 5.0095], [-1.5181, 2.4760, 5.2744], [-1.1131, 3.4126, 4.3648], [-0.5179, 3.0218, 3.1974], [-0.4546, 1.6326, 2.8467], [0.0659, 1.3167, 1.5123], [0.4702, 0.1559, 1.1705], [0.1812, 2.3326, 0.6706], [0.5585, 1.9527, -0.5074], [0.9079, 2.7115, -1.5485], [1.6767, 2.1193, -2.5459], [2.4759, 2.8716, -3.4842], [3.5494, 2.2266, -4.0948], [3.6684, 0.8483, -4.0163], [2.7116, 0.1534, -3.3225], [1.7218, 0.7458, -2.6113], [-1.3860, -1.1042, 4.1277], [-1.5091, 0.3953, 5.7746], [-1.9468, 2.7873, 6.2388], [-1.3856, 4.4473, 4.6154], [-0.0424, 3.7354, 2.5010], [0.7346, 3.8364, -1.5839], [2.1988, 3.9191, -3.6426], [4.2419, 2.8455, -4.6454], [4.4266, 0.3249, -4.6356], [2.8091, -0.9469, -3.3076], [-1.2325, 0.6702, -3.7883], [-2.0088, 0.5564, -2.6984], [-1.5438, 0.0979, -1.5037], [-2.6706, -0.1212, -0.6480], [-2.6317, -0.5908, 0.7047], [-3.8452, -0.6693, 1.4057], [-5.0310, -0.2818, 0.7954], [-5.0497, 0.2127, -0.5073], [-3.8730, 0.3172, -1.2006], [-3.7070, 0.9895, -2.8065], [-0.2416, 0.6187, -3.6784], [-1.6254, 1.2209, -4.5652], [-1.6882, -0.9387, 1.1532], [-3.8928, -1.1309, 2.4094], [-5.9756, -0.2006, 1.3203], [-5.9906, 0.6130, -0.9934], [3.9803, -3.4371, 1.9216], [3.1796, -4.3310, 0.9979], [2.1701, -3.5904, 0.1791], [2.1286, -2.3030, 0.1671], [1.0717, -1.8907, -0.6990], [0.5009, -2.9440, -1.2943], [-0.3779, -2.8587, -2.3464], [1.0218, -4.4979, -0.7054], [4.8241, -3.9130, 2.3471], [3.3963, -2.9309, 2.6900], [4.4480, -2.6128, 1.3293], [2.6193, -5.0685, 1.5850], [3.8767, -4.8665, 0.3459], [-0.8531, -2.0014, -2.5450], [-0.4919, -3.5886, -3.0096]],
  "forces_ev_per_angstrom": [[0.31, -0.28, 0.01], [-0.35, 0.26, 1.17], [0.85, -1.60, 0.80], [-0.13, 0.36, -0.79], [-0.39, -1.11, 1.32], [-0.55, 1.58, -0.19], [0.60, -0.33, -0.93], [-0.09, 1.85, -0.81], [0.26, -0.31, 1.04], [-0.61, -1.13, -0.57], [-1.01, 2.21, -0.40], [1.65, 0.62, -2.79], [-2.17, 1.93, 3.26], [1.87, -1.71, -3.69], [-0.97, -0.70, 1.48], [-0.87, 0.93, -0.03], [0.59, -0.09, -0.95], [-0.27, -0.87, 0.41], [0.36, 0.18, 1.13], [0.29, 0.31, -0.72], [-0.49, -0.46, 0.33], [0.34, -0.16, -0.49], [0.75, -0.31, -0.42], [-0.63, -0.41, 0.54], [0.35, -1.59, 0.49], [0.64, -0.28, 0.24], [0.09, -0.18, -0.27], [-0.50, 0.34, 0.87], [-0.57, 0.66, 0.12], [-1.15, 0.72, -0.35], [0.64, 0.03, 0.68], [-0.53, -0.23, -1.09], [0.39, 0.22, 1.65], [-0.15, -0.10, -1.24], [0.48, -0.64, 0.00], [-0.54, 0.89, -0.52], [-1.53, 0.72, -0.11], [0.18, -0.31, 0.14], [1.32, -0.78, 0.51], [0.58, 0.06, -0.13], [0.64, -0.59, 0.50], [-0.61, 0.27, -0.20], [0.25, 0.58, -0.63], [0.17, -0.51, 0.23], [1.10, -0.69, 0.86], [0.12, 1.97, -1.02], [0.07, -0.15, 0.53], [1.60, 0.33, 1.45], [-1.44, 0.00, -0.79], [-0.11, -1.22, -0.50], [-0.90, 0.32, -1.42], [0.77, 0.49, 1.53], [-0.42, 1.21, -0.81], [0.54, -0.91, 0.62], [-0.11, -0.28, 0.00], [-0.45, -0.49, 0.29], [0.19, -0.14, -0.13], [-0.27, -0.09, -0.08], [-0.11, 0.32, 0.00], [-0.07, -0.70, -0.13]],
  "mulliken_charge": [0.004, -0.374, 0.850, -0.985, -0.372, -0.796, -0.342, 0.037, 0.826, -0.507, -1.210, 0.778, -0.493, 1.040, -0.904, -0.260, -0.730, -0.201, -0.127, 0.310, 0.451, 0.372, 0.378, 0.411, 0.405, 0.407, 0.452, 0.368, 0.352, -0.220, 0.377, 0.345, -0.026, -0.224, -0.925, -0.592, -0.462, 0.668, -0.184, 0.123, 0.302, 0.529, 0.381, 0.392, 0.324, -1.262, -0.308, 0.293, -0.686, 0.994, 0.464, -0.323, -0.108, 0.414, 0.307, 0.278, 0.355, 0.332, 0.049, 0.251]
}

{
  "formula": "C24H23N3O2",
  "method": "ωB97M-V/def2-TZVPD",
  "e_lumo_ev": 0.6,
  "relative_energy_kcal_mol": 28.3,
  "species": ["C", "C", "N", "N", "C", "O", "C", "N", "C", "O", "C", "C", "C", "C", "C", "C", "C", "H", "H", "H", "H", "H", "C", "C", "C", "C", "C", "C", "H", "H", "H", "H", "H", "H", "H", "H", "H", "H", "C", "C", "C", "C", "C", "C", "H", "H", "H", "H", "H", "H", "H", "H"],
  "coordinates": [[1.9730, 1.2486, -1.6966], [2.6549, 0.1539, -0.9183], [2.2954, -1.0714, -0.9388], [1.2175, -1.4540, -1.6582], [0.7638, -2.7341, -1.6285], [1.3033, -3.6644, -1.0816], [-0.5921, -2.8536, -2.3543], [-1.6370, -2.2334, -1.5615], [-1.7929, -0.8930, -1.5066], [-1.1741, -0.1327, -2.2299], [-2.8349, -0.4329, -0.4902], [-2.8435, 1.0781, -0.4150], [-3.9178, 1.8017, -0.9114], [-3.9144, 3.1850, -0.8665], [-2.8329, 3.8593, -0.3283], [-1.7572, 3.1434, 0.1686], [-1.7633, 1.7613, 0.1278], [-0.9243, 1.2103, 0.5263], [-0.9095, 3.6638, 0.5903], [-2.8275, 4.9388, -0.2965], [-4.7574, 3.7363, -1.2568], [-4.7632, 1.2825, -1.3411], [-2.5937, -1.0307, 0.8777], [-1.3115, -1.3056, 1.3413], [-1.1185, -1.8185, 2.6120], [-2.2029, -2.0587, 3.4376], [-3.4826, -1.7826, 2.9868], [-3.6756, -1.2721, 1.7159], [-4.6762, -1.0554, 1.3693], [-4.3340, -1.9663, 3.6255], [-2.0517, -2.4599, 4.4284], [-0.1163, -2.0317, 2.9517], [-0.4515, -1.1314, 0.7102], [-3.8116, -0.7702, -0.8582], [-2.0630, -2.7990, -0.8434], [-0.5475, -2.3467, -3.3218], [-0.8295, -3.9075, -2.4952], [0.6466, -0.7527, -2.1399], [3.8197, 0.4597, -0.0807], [4.0046, 1.7143, 0.4978], [5.1124, 1.9656, 1.2866], [6.0527, 0.9741, 1.5086], [5.8712, -0.2812, 0.9493], [4.7644, -0.5386, 0.1655], [4.6076, -1.5115, -0.2722], [6.5980, -1.0604, 1.1256], [6.9203, 1.1776, 2.1189], [5.2410, 2.9417, 1.7319], [3.2714, 2.4949, 0.3582], [0.9544, 1.4130, -1.3409], [2.5252, 2.1797, -1.6307], [1.9112, 0.9667, -2.7488]],
  "forces_ev_per_angstrom": [[-0.03, -0.16, 0.08], [-0.61, -0.12, -0.41], [0.42, -0.35, 0.54], [-0.02, 1.13, -0.50], [-0.34, -0.39, -0.24], [0.02, -0.12, 0.08], [0.24, 0.07, -0.01], [-0.04, -0.29, -0.06], [-0.35, -0.36, 0.04], [0.06, 0.24, -0.18], [0.08, 0.38, 0.03], [-0.14, 0.03, -0.12], [0.07, -0.13, 0.04], [-0.04, 0.15, -0.01], [-0.08, 0.10, -0.05], [0.11, -0.05, 0.05], [-0.05, 0.06, 0.01], [0.09, -0.04, 0.04], [0.07, 0.04, 0.04], [-0.01, 0.08, 0.01], [-0.06, 0.05, -0.03], [-0.07, -0.07, -0.04], [-0.10, -0.18, 0.07], [-0.05, 0.00, 0.00], [0.07, 0.01, 0.05], [0.01, -0.01, 0.07], [-0.06, 0.00, 0.06], [0.03, -0.02, -0.06], [-0.10, 0.03, -0.05], [-0.07, -0.02, 0.05], [0.01, -0.04, 0.08], [0.09, -0.03, 0.03], [0.12, 0.00, -0.09], [0.11, 0.02, 0.04], [0.01, 0.12, 0.01], [-0.03, -0.11, 0.05], [0.11, 0.12, 0.02], [0.07, -0.28, 0.18], [0.50, 0.04, 0.32], [-0.10, -0.15, -0.13], [0.11, 0.07, 0.11], [0.01, 0.06, 0.05], [0.04, -0.02, 0.03], [-0.05, 0.08, -0.05], [0.01, -0.10, -0.04], [0.05, -0.07, 0.00], [0.07, 0.02, 0.04], [0.01, 0.06, 0.03], [-0.06, 0.07, -0.06], [-0.08, 0.04, -0.03], [0.00, 0.04, -0.03], [-0.05, 0.01, -0.07]],
  "mulliken_charge": [-1.754, 0.963, -0.830, 0.183, 0.570, -0.613, -0.814, -0.044, -0.187, -0.722, 0.423, 0.005, -0.487, -0.706, -0.430, -0.903, 0.179, 0.501, 0.409, 0.388, 0.385, 0.385, -0.421, 0.606, -1.183, -0.444, -0.695, -0.418, 0.432, 0.395, 0.406, 0.459, 0.499, 0.749, 0.332, 0.299, 0.410, 0.383, 0.609, -0.416, -0.719, -0.380, -0.595, -0.353, 0.441, 0.374, 0.377, 0.376, 0.354, 0.366, 0.461, 0.394]
}